[1]
C25H46O3P2SY | ωB97M-V with the def2-TZVPD basis set

## Properties
Energy relative to the best compared isomer or geometry (same formula, charge and spin)   2.810 eV
HOMO level   -9.305 eV
2S+1   1
Net charge   +1

Each line ends with the Löwdin charge.
Atoms and positions in Å:
Y  2.193524  -0.016066  2.461764  1.69
C  2.290664  -2.133552  3.794344  -0.29
C  1.929915  -2.760739  2.558642  -0.22
C  3.925847  -1.627562  2.217905  -0.32
C  3.559790  -1.468472  3.608333  -0.34
C  2.912908  -2.426161  1.597879  -0.27
C  1.649643  -2.378730  5.110304  -0.01
H  0.640984  -2.796678  4.993942  0.09
H  1.560532  -1.466025  5.702024  0.05
H  2.246420  -3.101786  5.689014  0.11
C  4.068395  -0.413609  4.533872  -0.03
H  3.557265  -0.472740  5.504898  0.09
H  3.901897  0.621687  4.130164  0.08
H  5.155057  -0.517809  4.717871  0.12
C  4.852382  -0.716601  1.490090  -0.03
H  5.914842  -0.938827  1.669587  0.12
H  4.680398  0.340628  1.798923  0.08
H  4.681523  -0.781592  0.401529  0.09
C  2.982766  -2.978895  0.212885  -0.02
H  3.720137  -3.799213  0.154172  0.11
H  3.290839  -2.221777  -0.519837  0.08
H  2.017104  -3.381792  -0.115720  0.07
C  0.921487  -3.851731  2.429869  -0.01
H  1.423030  -4.832719  2.486674  0.11
H  0.380334  -3.819640  1.471565  0.07
H  0.175477  -3.829551  3.233164  0.08
C  -1.664669  0.515481  1.785951  -0.10
C  -1.790624  -0.697451  2.352010  -0.10
C  -2.163675  -1.987755  1.703048  -0.17
C  -2.001737  -2.118300  0.162844  -0.18
C  -0.611814  -1.944775  -0.382571  -0.11
C  -0.021079  -0.787261  -0.676864  -0.12
C  -0.610008  0.598215  -0.589883  -0.19
C  -1.812593  0.863616  0.340669  -0.21
H  -3.225432  -2.232439  1.898097  0.13
H  -2.708750  -1.466000  -0.368838  0.10
H  -1.562370  -2.769723  2.198539  0.09
H  -2.730445  0.403391  -0.060515  0.09
H  -1.400204  1.364240  2.437109  0.09
H  -1.571697  -0.770645  3.425911  0.10
H  -1.969124  1.964625  0.315021  0.11
H  0.206758  1.304660  -0.354044  0.10
H  1.008850  -0.802551  -1.072181  0.10
H  -0.959246  0.873433  -1.610098  0.07
H  -2.283011  -3.157881  -0.069031  0.12
H  -0.090927  -2.894778  -0.587427  0.10
P  -2.251089  2.194478  -3.676299  0.78
P  -0.725231  1.962256  -6.176059  0.77
C  -3.187116  2.773418  -5.194677  -0.43
C  -2.214843  3.067523  -6.346177  -0.46
H  -3.771035  3.670188  -4.935023  0.07
H  -3.903595  1.990360  -5.488650  0.07
H  -2.683082  2.909391  -7.332694  0.08
H  -1.865210  4.111325  -6.309939  0.08
C  0.180904  2.752107  -7.588860  -0.34
H  1.052549  2.137268  -7.846491  0.03
H  0.527790  3.746167  -7.281144  0.03
H  -0.471748  2.849084  -8.468044  0.04
C  -1.447399  0.598841  -7.209610  -0.31
H  -1.940001  1.015182  -8.098430  0.04
H  -2.170700  0.024302  -6.621107  0.03
H  -0.634393  -0.065922  -7.523898  0.03
C  -2.584387  3.704714  -2.681527  -0.30
H  -2.289581  3.535533  -1.640834  0.01
H  -3.648490  3.966126  -2.738377  0.04
H  -1.985631  4.527590  -3.090679  0.04
C  -3.561500  1.048060  -3.082759  -0.30
H  -3.626679  0.204189  -3.780911  0.04
H  -4.532104  1.559604  -3.039505  0.05
H  -3.298662  0.659991  -2.092846  0.00
C  0.628807  0.898799  6.559118  -0.14
S  0.431044  1.796795  5.028877  0.48
O  -0.982190  1.993307  4.782297  -0.30
O  1.291410  2.955044  5.053907  -0.31
O  0.996072  0.764648  4.021525  -0.53
H  0.284240  1.535449  7.384927  0.08
H  1.685413  0.639164  6.707952  0.06
H  0.025073  -0.013127  6.524332  0.07

Force components x, y, z for each atom (eV/Å):
-2.0 0.3 -0.2
1.1 -0.4 -0.5
0.7 0.3 0.8
-0.7 -0.5 0.7
-0.7 -0.9 -0.5
0.4 0.2 0.1
-0.4 -0.2 0.5
0.3 0.2 0.1
0.0 -0.1 0.0
-0.2 0.2 -0.2
0.6 -0.3 0.3
0.2 0.2 -0.4
0.2 0.0 0.3
-0.5 0.3 -0.2
0.2 -0.3 -0.5
-0.3 0.3 0.1
0.3 0.1 -0.1
0.2 0.1 0.4
0.0 -0.1 -0.5
-0.3 0.3 0.1
0.0 -0.2 0.1
0.3 0.1 0.1
-0.5 -0.2 -0.3
-0.1 0.3 0.0
0.2 0.0 0.3
0.2 0.0 -0.2
0.8 -0.3 0.7
0.5 0.7 0.1
-0.1 -0.4 -0.4
-0.3 -0.5 0.0
0.2 -0.3 0.1
0.5 0.1 0.2
-0.3 0.1 -0.3
-0.6 0.7 -0.3
0.4 0.1 0.2
0.2 -0.4 0.3
-0.4 0.1 -0.3
0.5 0.3 0.1
-0.1 -0.5 -0.1
-0.3 0.1 -0.3
-0.1 -0.7 -0.2
-0.3 0.0 -0.1
-0.5 -0.2 0.0
0.5 0.0 0.4
-0.2 0.4 0.0
0.0 0.6 0.1
-0.9 0.2 0.1
0.1 0.4 -2.0
0.0 0.0 -0.2
0.1 0.2 0.3
0.0 -0.4 -0.1
0.3 0.2 0.1
0.2 0.1 0.3
-0.1 -0.3 0.1
0.2 -0.1 0.0
-0.1 0.2 0.0
0.0 -0.2 -0.1
0.2 0.0 0.2
0.2 -0.2 0.3
0.1 -0.2 0.2
0.1 0.0 -0.2
-0.2 0.0 0.1
-0.1 -0.1 0.2
-0.1 0.2 -0.1
0.2 0.1 0.2
-0.1 -0.1 0.1
-0.2 0.1 0.3
0.0 0.2 0.2
0.1 -0.2 0.1
-0.2 0.0 -0.1
0.0 0.0 0.2
-0.7 0.4 0.4
1.1 -0.3 0.1
-0.2 -0.6 -0.1
0.4 0.0 -0.4
0.1 -0.1 -0.3
-0.3 0.2 -0.1
0.0 0.3 -0.1

=====

[2]
C66H84BBrCl3N14O3 | ωB97M-V with the def2-TZVPD basis set

## Properties
Energy relative to the best compared isomer or geometry (same formula, charge and spin)   0.115 eV
HOMO level   -6.428 eV
2S+1   1
Net charge   -1

Each line ends with the Löwdin charge.
Atoms and positions in Å:
C  0.358575  3.955592  -3.408611  0.00
C  -0.576331  3.163419  -2.557767  -0.50
O  -1.770724  3.386080  -2.556494  0.09
O  0.020402  2.206410  -1.768023  0.07
C  -0.839046  1.188911  -1.322302  -0.43
O  -1.637853  1.446359  -0.449684  0.11
C  -0.686007  -0.198924  -1.870372  -0.10
B  -0.449622  -0.388427  -3.469054  -0.99
Br  -2.114893  0.499802  -4.335083  0.62
C  -0.446611  -1.952038  -3.971184  -0.22
C  0.096812  -2.986632  -2.976043  -0.69
C  1.063578  -3.948944  -3.660843  -0.13
Cl  -1.290107  -3.987445  -2.355536  0.61
C  0.886096  0.399446  -4.063815  -0.60
Cl  0.719776  1.422061  -5.491499  0.60
C  2.119488  0.314972  -3.583101  -0.74
C  2.520100  -0.535495  -2.428026  -0.09
Cl  3.443590  1.234616  -4.274998  0.64
H  0.325814  4.979114  -3.070726  0.09
H  0.002201  3.926352  -4.418585  0.04
H  1.368701  3.573027  -3.395596  0.07
H  0.065506  -0.684529  -1.254250  0.10
H  -1.623849  -0.662517  -1.617683  0.11
H  0.061610  -2.002965  -4.922910  0.09
H  -1.471371  -2.211138  -4.175700  0.05
H  0.555147  -2.550070  -2.109276  0.06
H  2.093890  -3.676610  -3.484569  0.07
H  0.898773  -4.965820  -3.343073  0.05
H  0.912109  -3.948907  -4.722661  0.04
H  3.583838  -0.426750  -2.283360  0.06
H  2.057755  -0.186559  -1.520258  0.08
H  2.340639  -1.581206  -2.611133  0.06
N  -0.495421  2.787738  2.180576  0.04
C  -1.033697  3.055312  3.403175  -0.14
C  -0.004583  3.174410  4.301472  -0.13
C  1.205704  2.978104  3.583170  -0.11
C  0.864178  2.743833  2.274623  -0.12
H  -1.024421  2.639236  1.334616  0.12
H  -2.098850  3.134975  3.534369  0.10
H  -0.109197  3.382004  5.354854  0.07
H  2.207471  3.006442  3.979494  0.07
H  1.471041  2.547270  1.407650  0.11
N  4.724744  1.925859  4.686107  0.00
C  4.752287  2.879258  5.667574  -0.15
C  5.942526  3.547668  5.570794  -0.11
C  6.660296  2.977104  4.485060  -0.11
C  5.881875  1.981126  3.960099  -0.14
H  3.970448  1.284813  4.522754  0.13
H  3.925652  2.999881  6.346314  0.10
H  6.262609  4.356726  6.204964  0.09
H  7.634531  3.266619  4.129929  0.09
H  6.050616  1.310936  3.135454  0.11
N  -0.109887  2.691140  8.272796  0.01
C  -1.450031  2.779027  8.015837  -0.15
C  -2.051966  3.359389  9.098571  -0.11
C  -1.033391  3.621292  10.054490  -0.11
C  0.151293  3.197288  9.515890  -0.13
H  0.568541  2.300749  7.647013  0.12
H  -1.853609  2.421126  7.084129  0.10
H  -3.103897  3.568309  9.196751  0.09
H  -1.155904  4.073948  11.023037  0.06
H  1.153578  3.217544  9.907028  0.11
N  -5.077692  4.409961  4.153893  0.00
C  -4.455565  4.832621  5.297410  -0.15
C  -4.927850  6.082106  5.593703  -0.11
C  -5.874119  6.425746  4.589749  -0.12
C  -5.943206  5.374143  3.716585  -0.14
H  -4.921437  3.529528  3.701503  0.14
H  -3.732717  4.211920  5.798746  0.09
H  -4.628010  6.683784  6.434722  0.09
H  -6.436179  7.341112  4.516435  0.09
H  -6.529329  5.229976  2.825948  0.11
N  -0.906781  5.205016  13.655893  0.00
C  -1.314106  6.368642  13.061720  -0.15
C  -0.595880  7.394338  13.613116  -0.11
C  0.282920  6.826865  14.575721  -0.12
C  0.067767  5.475565  14.577334  -0.15
H  -1.266747  4.293058  13.447918  0.13
H  -2.075603  6.365484  12.301261  0.11
H  -0.687639  8.435364  13.354636  0.09
H  0.991421  7.351324  15.193964  0.09
H  0.522025  4.686867  15.151306  0.10
N  -2.209428  -4.966149  3.397088  0.00
C  -0.925575  -4.829819  2.940711  -0.15
C  -0.985539  -4.494306  1.614779  -0.10
C  -2.358753  -4.420674  1.256243  -0.11
C  -3.088252  -4.716648  2.375935  -0.16
H  -2.466650  -5.212008  4.333167  0.14
H  -0.085149  -4.982046  3.595546  0.10
H  -0.141522  -4.317622  0.970044  0.09
H  -2.759909  -4.175053  0.287547  0.07
H  -4.151189  -4.768882  2.537090  0.10
N  -1.337277  -6.182400  -5.745044  0.02
C  -0.525330  -5.549086  -6.638617  -0.14
C  -0.200355  -6.445190  -7.624271  -0.11
C  -0.850735  -7.670090  -7.311559  -0.11
C  -1.546430  -7.473339  -6.146776  -0.16
H  -1.722045  -5.763451  -4.915276  0.13
H  -0.251880  -4.518730  -6.497860  0.10
H  0.430435  -6.245078  -8.473744  0.09
H  -0.812546  -8.587504  -7.874374  0.09
H  -2.169172  -8.137838  -5.572531  0.10
N  4.525777  3.117476  -6.965954  0.01
C  5.716279  3.683351  -7.323964  -0.14
C  5.449299  4.712206  -8.188755  -0.12
C  4.038491  4.766496  -8.356250  -0.12
C  3.498639  3.768175  -7.587585  -0.15
H  4.410823  2.342826  -6.338457  0.06
H  6.646824  3.310272  -6.932808  0.10
H  6.181478  5.354508  -8.648253  0.08
H  3.484863  5.457418  -8.969375  0.09
H  2.477162  3.465614  -7.428996  0.10
N  4.716708  -5.832904  -4.745733  0.00
C  5.695352  -5.464920  -3.864007  -0.15
C  5.869549  -6.493107  -2.977326  -0.12
C  4.960048  -7.523590  -3.340493  -0.11
C  4.265336  -7.085857  -4.435270  -0.15
H  4.378682  -5.268862  -5.502080  0.14
H  6.180319  -4.507480  -3.942459  0.10
H  6.569179  -6.505761  -2.159010  0.09
H  4.830568  -8.474930  -2.853101  0.09
H  3.490398  -7.554124  -5.017248  0.10
N  -0.289190  -9.860045  -4.144110  0.01
C  -1.204098  -10.552898  -3.402886  -0.15
C  -0.827648  -11.870151  -3.393123  -0.12
C  0.365451  -11.972493  -4.158009  -0.12
C  0.670489  -10.714127  -4.605912  -0.14
H  -0.318969  -8.873225  -4.326982  0.12
H  -2.041061  -10.052205  -2.947388  0.10
H  -1.347834  -12.669913  -2.893677  0.08
H  0.933104  -12.865757  -4.356410  0.09
H  1.484300  -10.355787  -5.211931  0.10
N  -2.972178  4.075089  -7.510609  0.01
C  -3.225201  5.238655  -8.191391  -0.15
C  -2.470629  6.233121  -7.622483  -0.12
C  -1.740687  5.641396  -6.553439  -0.11
C  -2.070621  4.319069  -6.516662  -0.13
H  -3.383039  3.182635  -7.707764  0.14
H  -3.912435  5.257585  -9.019449  0.10
H  -2.444885  7.263231  -7.936497  0.08
H  -1.041764  6.114380  -5.883079  0.07
H  -1.732716  3.540020  -5.854500  0.08
N  2.004707  6.744365  -5.255044  0.02
C  2.548228  7.092951  -4.049643  -0.15
C  2.198300  8.392009  -3.793415  -0.12
C  1.409187  8.842885  -4.887125  -0.11
C  1.308164  7.804696  -5.773543  -0.15
H  2.104037  5.847849  -5.696462  0.13
H  3.134277  6.390260  -3.483240  0.11
H  2.475931  8.956759  -2.919502  0.09
H  0.968014  9.817756  -5.008116  0.09
H  0.804932  7.724120  -6.721357  0.10
N  -0.097546  -0.489026  5.191439  0.02
C  0.939518  -0.355528  6.071056  -0.16
C  1.132133  -1.561774  6.689399  -0.11
C  0.168435  -2.460878  6.157971  -0.12
C  -0.571697  -1.768512  5.234731  -0.13
H  -0.450142  0.244388  4.600694  0.13
H  1.453181  0.585758  6.172286  0.09
H  1.878841  -1.776416  7.435020  0.09
H  0.037125  -3.496944  6.420039  0.08
H  -1.388504  -2.077600  4.605638  0.10
N  -6.208415  -7.627292  0.206022  0.00
C  -7.471841  -7.314412  -0.217531  -0.15
C  -7.658488  -5.973250  -0.020044  -0.11
C  -6.459066  -5.456748  0.543256  -0.11
C  -5.584169  -6.501882  0.670301  -0.14
H  -5.801048  -8.541841  0.180453  0.14
H  -8.124181  -8.068289  -0.622705  0.10
H  -8.552430  -5.421394  -0.255707  0.09
H  -6.261919  -4.434246  0.818833  0.09
H  -4.576217  -6.540974  1.043688  0.09

Force components x, y, z for each atom (eV/Å):
0.5 -0.3 0.5
-2.1 0.8 -0.1
1.6 -0.5 0.2
0.0 -0.5 -0.6
-1.2 0.1 1.3
0.8 0.1 -0.5
0.3 0.6 -0.5
0.4 0.2 -0.4
-0.4 0.0 -0.1
-0.2 0.8 1.0
0.0 -0.5 -1.4
-0.1 -0.1 0.3
-0.1 0.0 0.3
-0.2 0.3 -0.3
-0.1 -0.2 -0.1
-0.3 -0.1 -0.2
0.7 0.4 -0.1
0.4 0.0 0.1
0.1 0.4 0.1
-0.3 0.0 -0.5
0.3 -0.1 0.1
0.3 -0.1 0.1
-0.4 -0.3 0.2
0.4 -0.2 -0.3
-0.4 -0.1 -0.1
-0.1 0.1 0.5
0.4 0.1 0.1
0.2 -0.3 0.4
-0.1 0.1 -0.5
0.4 -0.1 0.1
-0.3 -0.1 0.4
-0.3 -0.3 0.1
0.0 0.1 0.0
-0.1 -0.2 0.0
0.1 -0.1 0.2
0.0 -0.1 0.0
-0.1 -0.1 0.0
0.0 -0.1 -0.2
0.0 0.1 0.0
0.0 0.1 0.0
0.0 0.1 0.0
0.0 0.0 0.0
0.0 0.0 0.0
-0.1 -0.1 0.0
0.0 0.0 0.0
0.0 0.0 0.0
0.0 0.0 0.0
0.0 0.0 0.0
0.0 0.0 0.0
0.0 0.0 0.0
0.0 0.0 0.0
0.0 0.0 0.0
-0.1 0.1 0.1
0.0 0.0 -0.2
0.0 0.0 0.0
0.0 0.0 0.0
0.1 0.0 0.0
0.0 -0.1 0.0
0.0 0.0 0.0
0.0 0.0 0.0
0.0 0.1 0.0
0.0 0.0 0.0
0.0 0.0 0.1
0.0 -0.1 0.0
0.0 0.0 0.0
0.0 0.0 0.0
0.0 0.0 0.0
0.0 0.0 0.0
0.0 0.0 0.0
0.0 0.0 0.0
0.0 0.0 0.0
0.0 0.0 0.0
0.0 0.1 0.0
0.0 -0.1 0.0
0.0 0.0 0.0
0.0 0.0 0.0
0.0 -0.1 0.0
0.0 0.0 0.0
0.0 0.0 0.0
0.0 0.0 0.0
0.0 0.0 0.0
0.0 0.0 0.0
0.0 0.0 -0.1
0.0 0.0 0.0
0.0 0.0 0.0
0.0 0.0 0.0
0.0 0.0 0.1
0.0 0.0 0.1
0.0 0.0 0.0
0.0 0.0 0.0
0.0 0.0 0.0
0.0 0.0 0.0
-0.1 0.0 0.1
0.0 0.0 0.0
0.0 0.0 0.0
0.1 0.0 0.0
0.0 0.0 0.1
0.0 0.1 0.0
0.0 0.0 0.0
0.0 0.0 0.0
0.0 0.0 0.0
-0.1 0.0 -0.1
0.0 0.0 0.0
0.0 0.0 0.0
0.0 0.0 0.0
0.0 0.0 0.0
-0.1 0.0 0.1
-0.1 -0.1 0.0
0.0 0.0 0.0
0.0 0.0 0.0
0.0 0.0 0.0
0.0 0.0 0.0
0.0 0.0 0.0
0.0 0.0 0.0
0.0 0.0 0.0
0.0 0.0 0.0
-0.1 0.0 -0.1
0.0 0.0 0.0
0.0 0.0 0.0
0.0 0.0 0.0
0.0 0.0 0.0
0.0 0.0 0.0
0.0 -0.1 0.1
0.0 0.0 0.0
0.0 0.0 0.0
0.0 0.0 0.0
0.0 0.0 0.0
0.0 0.0 -0.1
0.0 0.0 0.0
0.0 0.0 0.0
0.0 0.0 0.0
0.0 0.0 0.0
0.0 0.2 -0.1
0.0 0.0 0.0
0.0 -0.1 0.0
0.1 0.2 0.0
0.1 -0.3 0.2
0.0 -0.1 0.0
0.0 0.0 0.0
0.0 0.0 0.0
-0.1 0.1 0.0
-0.1 -0.1 0.0
-0.1 0.1 0.0
0.0 0.0 -0.1
0.0 0.0 0.0
0.0 0.0 0.0
0.1 -0.2 0.1
0.1 0.0 -0.1
0.0 0.0 0.0
0.0 0.0 0.0
0.0 0.0 0.0
0.0 0.0 0.0
0.0 -0.1 0.0
0.0 0.1 -0.1
0.0 0.0 0.0
0.0 0.0 0.0
0.0 0.1 0.0
0.1 0.1 -0.1
0.0 0.0 0.0
0.0 0.0 0.0
0.0 0.0 0.0
0.0 0.0 0.0
-0.1 0.1 0.0
0.0 0.0 0.0
0.0 0.0 0.0
0.0 0.0 0.0
0.0 -0.1 0.0
0.0 0.0 0.0
0.0 0.0 0.0
0.0 0.0 0.0
0.0 0.0 0.0
0.0 0.0 0.0

=====

[3]
C3H3HgMgO4 | ωB97M-V with the def2-TZVPD basis set

## Properties
Energy relative to the best compared isomer or geometry (same formula, charge and spin)   0.000 eV
HOMO level (alpha / beta)   -7.180 / -7.181 eV
2S+1   2
Net charge   0

Each line ends with the Löwdin charge.
Atoms and positions in Å:
O  -3.263520  -1.184386  0.396802  -0.16
O  0.226126  -0.895996  -0.551864  0.03
C  1.467600  -0.617477  -0.170091  -0.81
C  -0.742818  0.132018  -0.672119  -0.25
O  2.314725  -1.511596  -0.149063  -0.16
O  1.756302  0.579346  0.220590  -0.39
C  -1.686287  0.274944  0.357792  -0.09
H  -1.036476  0.297539  -1.714854  0.13
H  -2.395902  1.105632  0.190659  0.09
H  -1.361767  0.027709  1.385082  0.10
Hg  4.257703  -0.233274  0.532233  0.51
Mg  0.464314  2.025542  0.174837  0.99

Force components x, y, z for each atom (eV/Å):
1.2 1.0 -0.2
-2.0 0.7 -0.7
3.1 -0.9 1.0
-0.4 -1.1 0.2
-2.3 0.0 -0.7
-1.4 1.3 -0.1
-0.4 0.0 0.1
0.2 0.1 0.4
0.2 -0.8 0.4
-0.5 0.1 -0.6
1.8 0.5 0.5
0.6 -0.8 -0.3

=====

- What is the formula in the first record?
  C25H46O3P2SY